This record from the OMol25 dataset describes C31H68ClI2N2O5P3S as an isolated structure. The level of theory is ωB97M-V/def2-TZVPD.

E_HOMO, eV: -8.64
LUMO level, eV: 0.13
Kohn-Sham gap, eV: 8.77

Geometry as XYZ:
```
113
Properties=species:S:1:pos:R:3:lowdin_charge:R:1
C 2.54126 2.34175 1.74898 -0.0602
C -1.26864 0.65687 1.95092 -0.5922
H -4.38054 -0.09676 2.30786 0.0174
C 4.11593 4.32024 5.36663 -0.0994
H 2.90588 0.91477 5.47534 -0.0199
H 1.66140 3.62579 4.75914 0.0789
H 0.98211 3.75109 2.01930 0.1435
H 3.62297 -8.08910 -3.22444 0.0651
C -0.88450 -0.05505 -1.31464 -0.4067
C -1.87331 4.87061 -4.79505 -0.2298
H 2.56937 -10.51552 -2.45887 0.0973
O 2.19950 2.00394 -1.78028 -0.0560
C -1.20004 -3.19127 -0.74634 -0.1977
H -2.24708 6.36342 -7.18812 0.0976
S -3.68203 -0.78567 -2.67945 0.3538
H -1.00895 5.35309 -4.32980 0.1037
H 3.52446 -6.49991 -2.46546 0.0706
H 1.97761 4.90362 3.62600 0.1242
H -1.39580 -2.38577 3.62126 0.0124
H -2.98200 2.51518 -5.86670 0.0710
H -3.82929 5.44346 -5.49888 0.1029
C -1.82478 2.56224 4.66147 -0.2080
H -0.57942 2.01235 -0.79128 0.1102
C 0.96606 1.45493 -2.23962 -0.2360
H 3.69417 -11.53155 -1.59308 0.1034
H 2.09915 -11.68285 0.33659 0.0745
H -0.83197 -3.99624 -1.38109 0.0367
C 0.02011 1.14430 -1.07122 -0.1362
O -2.07174 1.70989 -3.04963 -0.1945
H 1.15047 0.54698 -2.82552 0.1176
H -2.48751 -1.03763 4.05215 0.0259
H 3.15238 -7.55330 -0.12027 0.1035
H -0.23509 3.92601 4.17236 0.1026
N 2.45472 0.59887 4.62436 -0.3128
O -1.03849 -0.24639 -4.02470 -0.1982
H 3.28374 4.82049 5.87066 0.0655
H 3.13064 1.60098 2.29483 0.0588
H 4.51963 3.57042 6.05206 0.0662
H 1.36266 -12.26278 -1.15715 0.0683
H -4.37249 -0.53633 0.58825 0.0166
I 1.36592 -1.44605 2.47302 1.0871
P -2.73026 -1.87361 1.68035 1.0100
H -0.95319 8.42631 -6.66426 0.0685
H 2.06222 1.87486 0.89249 0.0444
C -2.45206 6.90672 -6.26123 -0.2700
H -2.39101 4.01056 6.17492 0.1121
H -1.60398 -2.40347 -1.38022 0.0231
C -1.38968 3.99435 -5.94966 -0.2680
H -3.00604 1.86717 7.09893 0.0655
H -1.42249 8.31082 -4.96836 0.0748
I 1.54139 -3.99643 0.10331 0.8736
H 3.94858 2.62778 4.01071 0.0784
H -2.10839 2.54287 -7.39908 0.0719
N -2.07334 2.24679 7.19347 -0.0088
H -0.73023 -1.16065 -3.96906 0.0843
H 1.24435 -7.04715 -1.59246 0.0759
H -0.89701 4.60659 -6.70928 0.1000
C 3.67613 3.68418 4.03196 -0.2632
C 2.16801 3.83739 3.80828 -0.1930
C -1.73226 3.14064 6.09411 -0.3008
H -0.36017 7.09607 -5.67909 0.0640
Cl -2.55610 1.77187 1.26415 0.7442
H 4.89746 5.07093 5.22163 0.0661
C -2.39664 -1.96321 3.47935 -0.2855
H -1.42284 1.47428 7.26041 0.0520
H 3.94375 -9.84521 0.18674 0.1092
C -0.11186 -2.71335 0.20106 -0.8290
H -0.21521 -0.89870 -1.55124 0.1138
H -5.09342 -1.64499 1.78046 0.0398
H 0.94529 -10.67239 -0.53348 0.0643
O -0.07989 1.36271 1.99665 -0.2246
H -0.71487 3.51241 6.27184 0.0951
H 1.32534 -8.63217 -2.32237 0.0990
H 4.21525 4.16483 3.20853 0.1044
P -2.00619 0.13019 -2.78117 0.2300
C -2.90623 5.93182 -5.17592 -0.2246
H -1.63473 0.43598 2.94473 0.0501
C 3.54573 -9.55182 -0.78977 -0.2290
C -2.49933 3.16964 -6.59678 -0.1009
H 0.67336 0.89085 -0.23092 0.1009
C 2.93177 -7.31441 -2.88899 -0.1095
H -1.80777 1.47098 4.75675 0.0721
C -0.74428 3.08619 3.68941 -0.1778
H -1.46043 1.98836 -3.74526 0.0501
H -1.21652 3.49926 2.79540 0.0919
O -1.77062 -0.37847 -0.25770 -0.2959
C 2.59416 -8.37089 -0.58916 -0.2313
H 0.48131 1.73668 5.68601 0.0169
H -3.28075 7.58240 -6.48725 0.1039
H 0.53244 2.21019 -2.90190 0.1080
H 4.40833 -9.23060 -1.37986 0.1005
C 0.35483 2.12733 3.16201 -0.4960
C -4.28592 -0.92400 1.60649 -0.3063
P 0.94722 1.03583 4.56120 0.7384
H 0.02838 -0.02358 4.48472 -0.0503
H -0.61383 3.31682 -5.57274 0.0946
H -3.27174 3.80789 -7.02748 0.0676
C -0.13323 -1.65247 1.03829 -0.7432
H -2.04218 -3.57363 -0.16102 0.0428
H 3.23081 3.09692 1.35580 0.0901
C 2.91719 -10.77527 -1.45510 -0.2714
H -3.16627 6.49767 -4.27610 0.1108
C 1.51732 3.02636 2.65104 -0.3041
H 2.42046 -6.92892 -3.77212 0.0689
C -1.22777 7.72909 -5.87195 -0.1119
C 1.76580 -11.38056 -0.65858 -0.1122
H -2.31150 4.22984 -4.02249 0.0979
H -2.79824 2.82058 4.24033 0.1024
H 1.81444 -8.64643 0.12597 0.1019
C -1.33503 -0.68008 1.06542 -0.5514
H -3.12138 -2.68163 3.87898 0.0426
C 1.93555 -7.84875 -1.86453 -0.2752
H 2.90151 1.36272 -1.91488 0.0896
```

This record from the OMol25 dataset describes one molecule with the formula C16H17N3O2 in a non-equilibrium geometry. The level of theory is ωB97M-V/def2-TZVPD.

SMILES: CC(=O)Nc1nc(CC(C)C)cc(-c2ccco2)c1C#N
E_HOMO, eV: -8.73
Relative energy (zero: lowest compared OMol25 entry of this formula, charge and spin), kJ/mol: 206.31
LUMO level, eV: -0.19
Kohn-Sham gap, eV: 8.54

Geometry as XYZ:
```
38
Properties=species:S:1:pos:R:3:lowdin_charge:R:1
C 1.34534 2.75469 -0.55857 -0.1588
H -1.89694 -1.61434 -1.04301 0.0799
C 0.37748 1.23908 1.28120 -0.0846
C 0.10555 -3.56501 -3.19201 -0.0827
H 1.92752 6.01896 -0.75156 0.1116
H 1.85135 -2.03626 -1.73158 0.1232
H -1.86802 -0.73948 5.21327 0.0655
H -2.44987 -2.62040 -2.33423 0.0698
C 0.85328 1.46076 -0.02236 -0.0619
H -1.59911 -3.40138 -1.00544 0.0764
C 0.33808 2.26396 2.29150 -0.1521
H -0.27447 -1.43703 -2.86957 0.1245
N -0.51874 -0.43248 2.89213 0.1429
H 0.92185 4.34042 0.93804 0.0856
C 0.03005 -0.05323 1.70560 -0.2674
H -2.75284 -1.75186 4.09807 0.0937
C 1.82208 4.94629 -0.95542 -0.0522
H 1.22508 -3.73868 -3.23443 0.0894
C -1.61698 -2.51316 -1.64213 -0.0774
C 1.01135 0.32630 -0.80979 0.0436
H -0.28251 -1.33499 3.18965 0.1310
O 1.88942 2.90728 -1.84059 0.0078
C 0.88105 -2.13769 -1.20161 -0.1284
C 2.12962 4.22674 -2.09388 -0.0851
H 0.94132 -3.00592 -0.52391 0.1248
C -2.48735 -0.71622 4.35657 0.0045
H 2.56651 4.56310 -3.04208 0.1291
H -3.39895 -0.16607 4.58710 0.0897
N 0.33352 3.16015 3.07516 0.1717
C -0.20445 -2.36319 -2.29082 -0.4147
H -0.25634 -3.32435 -4.19071 0.0702
C -1.80618 -0.02776 3.20081 -0.4676
H 1.44819 0.45917 -1.79736 0.1311
C 0.67881 -0.93114 -0.32120 -0.2611
N 0.24361 -1.11202 0.92727 0.1934
H -0.38183 -4.50990 -2.87678 0.0816
C 1.29395 4.02006 -0.00870 -0.0099
O -2.42045 0.84560 2.58136 0.0626
```

This record from the OMol25 dataset describes a 2-piece molecular cluster, HN3O5S overall in a non-equilibrium geometry. The level of theory is ωB97M-V/def2-TZVPD.

E_HOMO, eV: -10.73
Relative energy (zero: lowest compared OMol25 entry of this formula, charge and spin), kJ/mol: 84.04
LUMO level, eV: -1.04
Kohn-Sham gap, eV: 9.69

Geometry as XYZ:
```
10
Properties=species:S:1:pos:R:3:lowdin_charge:R:1
O -4.59876 1.62663 0.69181 0.1822
O -3.63189 -2.50240 -0.09192 0.1122
O -4.29288 -0.44042 0.33633 -0.0201
O -1.48095 -0.70296 0.29562 -0.5137
N -4.15891 0.92782 -0.09904 -0.4827
S -0.24516 -0.84321 -0.45185 0.8856
N -3.50266 -1.42750 -0.47780 -0.0274
N 0.87068 0.16416 -0.13557 -0.2719
H 1.71366 0.11395 -0.65617 -0.0185
O -3.59783 1.07291 -1.08098 0.1542
```

This record from the OMol25 dataset describes C12H22BrCoO3PSi as an isolated structure in a non-equilibrium geometry. The level of theory is ωB97M-V/def2-TZVPD.

E_HOMO (spin up / spin down), eV: 1.10 / 0.32
Total charge: -2
LUMO level (spin up / spin down), eV: 5.30 / 5.30
2S+1: 4
Expectation value of S²: 3.7912
Kohn-Sham gap (spin up / spin down), eV: 4.20 / 4.98

Geometry as XYZ:
```
41
Properties=species:S:1:pos:R:3:lowdin_charge:R:1
H 1.33608 -6.26044 -2.22116 0.0750
Si -0.31293 -0.80185 -0.93264 0.5190
H 0.26901 -0.13448 -3.35425 -0.0004
C -0.44580 -3.68077 -0.92470 -0.1236
C 1.70193 -4.16584 -2.57858 -0.1353
H 1.88072 -1.22260 2.85201 -0.1225
H 1.57101 2.67772 4.51120 0.0654
C 1.29522 -2.86425 -2.31929 -0.1181
P -0.01073 2.25948 1.40089 0.7154
H 0.86823 1.20710 3.77749 0.0148
Co 0.05931 0.07175 1.20245 -0.2942
C 0.20496 -2.57427 -1.48999 -0.2958
C 0.70484 2.27287 3.97861 -0.1822
C 1.73036 -0.44586 2.08620 -0.2687
H -2.79759 -1.48558 -1.12533 -0.0037
H 0.06171 4.98445 1.14474 0.0662
H -1.27102 -3.49799 -0.24108 0.0954
H 0.74362 5.08549 -0.49865 0.0707
C 1.01976 -5.24166 -2.02445 -0.1479
C -2.55309 2.57981 0.73641 -0.2003
H -2.55544 0.18586 -1.63078 -0.0135
H -2.12295 -1.13571 -2.73101 -0.0009
H -2.84371 3.27006 -0.06581 0.0706
H 2.72652 -0.06340 1.79987 -0.1271
O -1.44208 3.10583 1.43979 -0.3672
C 0.49522 0.25972 -2.35354 -0.2887
H 0.11988 1.28550 -2.30016 -0.0045
C 0.85475 4.62337 0.48709 -0.1787
H 1.58339 0.31458 -2.23990 -0.0009
C -0.06374 -4.98517 -1.18771 -0.1293
Br -1.77865 -0.17868 2.90732 -0.1859
H -0.19768 2.40063 4.58264 0.0642
H -2.32712 1.60288 0.30180 0.0233
C -2.12715 -0.82101 -1.67980 -0.2746
H -3.38542 2.45135 1.43024 0.0644
H 1.84494 -2.04400 -2.77053 0.0790
O 0.58393 2.99120 2.74963 -0.3518
H 2.55889 -4.35507 -3.21948 0.0803
H -0.59803 -5.81703 -0.73850 0.0825
O 0.80013 3.22217 0.32733 -0.3414
H 1.81870 4.92385 0.91163 0.0711
```

This record from the OMol25 dataset describes C14H12CuN6O2S3 as an isolated structure in a non-equilibrium geometry. The level of theory is ωB97M-V/def2-TZVPD.

E_HOMO, eV: -4.18
Total charge: -1
LUMO level, eV: 2.14
Kohn-Sham gap, eV: 6.32

Geometry as XYZ:
```
38
Properties=species:S:1:pos:R:3:lowdin_charge:R:1
O 9.26063 6.77253 12.25337 -0.3268
O 9.33686 9.30044 12.30570 -0.3456
C 9.08425 7.28220 7.91562 -0.0238
H 6.81856 9.93347 7.99398 0.1033
H 8.45411 7.68392 5.51123 0.1016
H 7.44095 9.93162 10.28743 0.1060
H 5.72011 4.25065 11.49211 0.0959
C 7.84837 9.17125 9.59628 -0.0733
N 6.30002 6.13382 11.76403 0.1124
N 7.10603 8.26208 12.43198 -0.1575
N 5.14359 7.54525 13.32756 0.1001
H 7.82679 9.31857 5.70577 0.1184
H 9.97410 6.56540 9.80808 0.1035
H 3.55229 6.84595 14.35620 0.1154
H 3.79609 4.44897 13.29807 0.0831
N 7.89381 8.34032 6.09051 0.0564
H 8.10021 12.12634 11.97265 0.1019
C 7.00130 12.25013 12.07232 -0.4392
C 8.51872 8.06536 10.10407 -0.2870
C 9.24954 7.16825 9.29970 -0.0398
N 8.13808 7.57135 16.44498 0.0033
H 4.35653 11.17672 13.58079 0.1348
C 5.45858 5.13230 12.06112 -0.1368
C 8.23225 8.31134 7.39927 -0.3595
S 8.69462 8.06053 11.88287 0.6418
Cu 6.72719 9.73367 13.71477 0.0214
C 4.97832 11.76039 12.83646 -0.2159
C 7.62300 8.59853 16.28814 -0.9090
C 4.43782 5.28391 13.00393 -0.0985
H 3.70402 13.42270 12.05214 0.0792
N 6.33241 11.37869 12.82668 -0.1096
S 6.04787 13.44086 11.24454 0.9603
C 4.30456 6.53842 13.58261 -0.1599
C 7.57333 9.21459 8.24703 -0.0393
C 4.64988 12.82114 12.05044 -0.4239
C 6.17864 7.26813 12.45173 -0.4655
S 6.94837 10.10490 15.92780 0.4801
H 9.52422 6.55063 7.26352 0.0917
```

This record from the OMol25 dataset describes a 2-piece molecular cluster, C9H11N5 overall in a non-equilibrium geometry. The level of theory is ωB97M-V/def2-TZVPD.

E_HOMO, eV: -7.80
Relative energy (zero: lowest compared OMol25 entry of this formula, charge and spin), kJ/mol: 886.68
LUMO level, eV: -0.19
Kohn-Sham gap, eV: 7.61

Geometry as XYZ:
```
25
Properties=species:S:1:pos:R:3:lowdin_charge:R:1
H 2.92180 0.62757 -2.30624 0.1571
C -0.30319 0.81997 -0.57227 -0.3177
H 3.77574 1.51743 -0.71006 0.1610
C -1.66124 -0.67147 0.40856 -0.1177
H -0.59594 2.70539 -1.40799 0.2008
N -3.76322 -1.09636 0.93602 0.1205
H -0.57748 -3.54156 2.71807 0.1241
C 2.67795 1.04035 -1.15379 -0.1740
C 1.98052 -0.19235 -0.26932 -0.1728
C 1.70230 2.16297 -0.83376 -0.3224
H -4.69318 -1.43158 1.15760 0.1043
N 0.23029 -2.18733 1.24571 0.0899
C -0.80442 -2.88680 1.80397 -0.2585
C -0.27990 -1.22005 0.39232 -0.1869
H 2.07201 3.28577 -1.20568 0.1589
C -2.65044 -1.54435 1.00962 -0.4708
N -2.09281 -2.64934 1.66324 0.0881
N 0.54267 -0.38299 -0.49408 -0.0012
N -1.67245 0.63215 -0.35447 0.1436
H 1.83758 2.59965 0.28458 0.1539
H 2.23079 -1.26468 -0.73855 0.1367
H -3.85324 0.33057 1.02851 0.3223
H 2.31876 -0.32796 0.93335 0.1671
H 0.31900 1.82301 -2.34870 0.1564
C 0.33810 1.85199 -1.18665 -0.2628
```

This record from the OMol25 dataset describes an isolated ion of composition C7H8Cl3N2O2 and charge +1 in a non-equilibrium geometry. The level of theory is ωB97M-V/def2-TZVPD.

SMILES: COC(=O)[C@@]1([NH3+])N=CC(Cl)=C(Cl)[C@@H]1Cl
E_HOMO, eV: -13.25
Relative energy (zero: lowest compared OMol25 entry of this formula, charge and spin), kJ/mol: 0.00
Total charge: +1
LUMO level, eV: -4.52
Kohn-Sham gap, eV: 8.74

Geometry as XYZ:
```
22
Properties=species:S:1:pos:R:3:lowdin_charge:R:1
N 0.92073 1.16120 1.20957 0.1067
H -0.14017 0.30741 2.74478 0.1483
Cl -1.84825 3.92488 -1.17991 0.7711
Cl 1.13723 4.51716 -0.93450 0.7039
C -1.60064 1.62003 0.19994 -0.5411
H -0.90797 -1.13698 2.06336 0.1485
H 2.21805 -1.01951 -2.40402 0.0888
H 2.23915 2.58167 1.11807 0.1513
H -2.05551 1.05110 -0.50755 0.0643
Cl -2.81538 1.88046 1.45538 0.7505
H 1.36611 -2.26607 -1.90036 0.0748
O 0.66237 -0.29391 -1.14790 0.0339
H 0.52046 -1.34278 -2.98280 0.1194
H -1.81511 0.15182 2.28179 0.0933
C 1.22699 -1.26191 -2.13704 0.0576
C -0.15587 -0.62559 -0.22008 -0.4487
C -0.35072 0.54912 0.84880 -0.2402
C 0.44112 3.10065 -0.14252 -0.6020
C 1.27315 2.23383 0.68554 -0.1344
O -0.56492 -1.74652 0.04653 0.1240
C -0.86803 2.79075 -0.36771 -0.7055
N -0.80618 -0.13920 2.15025 0.2356
```

This record from the OMol25 dataset describes a 3-piece molecular cluster, C6H13NO overall. The level of theory is ωB97M-V/def2-TZVPD.

SMILES: CC(C)=O.C#C.CN
E_HOMO, eV: -9.40
Relative energy (zero: lowest compared OMol25 entry of this formula, charge and spin), kJ/mol: 306.43
LUMO level, eV: 0.99
Kohn-Sham gap, eV: 10.39

Geometry as XYZ:
```
21
Properties=species:S:1:pos:R:3:lowdin_charge:R:1
C -2.45927 0.52965 1.78544 -0.1737
C 2.33250 0.32811 -1.17890 -0.0313
C 1.53277 0.10976 0.07864 -0.5189
H 2.01910 1.24771 -1.66554 0.0871
N -1.80122 1.30516 0.74277 -0.0960
H -2.18439 2.24527 0.71043 0.0791
H 0.84939 -1.88370 -0.16487 0.0640
H 3.37959 0.43454 -0.89666 0.0899
H 0.97612 -1.37641 1.52064 0.0816
C 1.44300 -1.31779 0.54386 -0.0245
H -1.33922 0.28951 -0.72935 0.0041
H 2.44440 -1.76082 0.57687 0.0914
H -0.79986 1.39476 0.95137 0.0375
C -0.91637 -0.32917 -1.54720 -0.0113
H -2.06391 -0.48515 1.76038 0.0658
C -0.59698 -1.02594 -2.47104 0.0015
O 1.10795 1.03348 0.74048 0.0341
H -0.31058 -1.64951 -3.27251 0.0109
H -3.53055 0.48935 1.57759 0.0706
H -2.31439 0.93281 2.79599 0.0685
H 2.23192 -0.51163 -1.85839 0.0695
```

Copy entry 6 word for word.
This record from the OMol25 dataset describes a 2-piece molecular cluster, C9H11N5 overall in a non-equilibrium geometry. The level of theory is ωB97M-V/def2-TZVPD.

E_HOMO, eV: -7.80
Relative energy (zero: lowest compared OMol25 entry of this formula, charge and spin), kJ/mol: 886.68
LUMO level, eV: -0.19
Kohn-Sham gap, eV: 7.61

Geometry as XYZ:
```
25
Properties=species:S:1:pos:R:3:lowdin_charge:R:1
H 2.92180 0.62757 -2.30624 0.1571
C -0.30319 0.81997 -0.57227 -0.3177
H 3.77574 1.51743 -0.71006 0.1610
C -1.66124 -0.67147 0.40856 -0.1177
H -0.59594 2.70539 -1.40799 0.2008
N -3.76322 -1.09636 0.93602 0.1205
H -0.57748 -3.54156 2.71807 0.1241
C 2.67795 1.04035 -1.15379 -0.1740
C 1.98052 -0.19235 -0.26932 -0.1728
C 1.70230 2.16297 -0.83376 -0.3224
H -4.69318 -1.43158 1.15760 0.1043
N 0.23029 -2.18733 1.24571 0.0899
C -0.80442 -2.88680 1.80397 -0.2585
C -0.27990 -1.22005 0.39232 -0.1869
H 2.07201 3.28577 -1.20568 0.1589
C -2.65044 -1.54435 1.00962 -0.4708
N -2.09281 -2.64934 1.66324 0.0881
N 0.54267 -0.38299 -0.49408 -0.0012
N -1.67245 0.63215 -0.35447 0.1436
H 1.83758 2.59965 0.28458 0.1539
H 2.23079 -1.26468 -0.73855 0.1367
H -3.85324 0.33057 1.02851 0.3223
H 2.31876 -0.32796 0.93335 0.1671
H 0.31900 1.82301 -2.34870 0.1564
C 0.33810 1.85199 -1.18665 -0.2628
```